C6H10Cl14 | ωB97M-V/def2-TZVPD

Each line ends with the Löwdin spin population.
Cartesian coordinates (Å):
1 C 2.964 -3.576 2.901  0.000
2 Cl 3.783 -5.115 2.448  0.002
3 Cl 3.093 -2.402 1.529  0.008
4 Cl 3.697 -2.950 4.403  0.000
5 H 1.935 -3.804 3.178  0.000
6 C 2.019 3.473 -4.289  -0.001
7 Cl 0.359 4.008 -4.422  0.043
8 Cl 2.948 4.889 -3.766  0.019
9 Cl 2.528 2.876 -5.885  0.003
10 H 2.049 2.729 -3.493  0.000
11 C -2.478 2.110 3.449  0.000
12 Cl -1.156 2.600 2.361  0.006
13 Cl -3.862 3.100 3.249  0.001
14 H -2.713 1.061 3.269  0.000
15 H -2.154 2.287 4.475  0.000
16 C 0.596 0.086 -0.112  0.053
17 Cl -0.539 -0.888 -1.033  0.315
18 Cl 1.112 1.416 -1.040  0.064
19 H 0.091 0.494 0.763  0.015
20 H 1.399 -0.565 0.233  0.025
21 C -1.945 0.959 -3.754  -0.008
22 Cl -2.134 1.478 -5.491  0.131
23 Cl -3.023 -0.398 -3.286  0.301
24 H -0.913 0.710 -3.505  -0.001
25 H -2.145 1.781 -3.067  -0.001
26 C -1.234 -3.358 2.266  0.001
27 Cl -0.004 -4.001 1.155  0.016
28 Cl -0.967 -1.612 2.557  0.004
29 H -2.177 -3.442 1.727  0.000
30 H -1.129 -3.946 3.178  0.001

Net charge: +1
HOMO-LUMO gap (spin up / spin down): 10.469 / 2.651 eV
Expectation value of S²: 0.754
Multiplicity: 2
Total energy: -6676.86871 Ha

=====

C3H4N2O2 | ωB97M-V/def2-TZVPD

Each line ends with the Mulliken charge.
Cartesian coordinates (Å):
1 N -1.521 0.284 -0.799  -0.628
2 C -0.363 -0.506 1.131  -0.443
3 C -0.466 0.612 0.113  0.472
4 O 0.784 0.668 -0.628  -0.362
5 C 1.564 -0.321 -0.203  0.402
6 O 2.649 -0.630 -0.597  -0.509
7 N 0.840 -0.966 0.862  0.084
8 H -1.695 1.046 -1.445  0.236
9 H -2.369 0.072 -0.285  0.260
10 H -0.533 1.586 0.616  0.281
11 H 1.265 -1.765 1.316  0.207

HOMO-LUMO gap: 9.971 eV
Total energy: -376.66776 Ha

=====

These records have max |F| values of 1.92; 0.63 eV Å⁻¹, in the order they appear.